1.
8
Properties=species:S:1:pos:R:3 method="wB97M-V/def2-TZVPD" orbital_gap_ha="0.2303 / 0.2300" charge=-1
C 0.025 1.155 -0.047
C -0.480 -1.236 -0.072
C 0.978 0.156 -0.144
N -1.320 0.857 0.021
O -1.556 -0.432 0.001
S 2.582 -0.273 -0.045
H 0.395 2.107 0.058
H -0.625 -2.334 0.228

2.
8
Properties=species:S:1:pos:R:3 method="wB97M-V/def2-TZVPD" orbital_gap_ha=0.2123 charge=-1
C 0.482 1.075 -0.103
C -1.893 -1.102 -0.333
C 1.447 0.243 0.309
N -0.812 0.880 -0.136
O -0.895 -0.474 0.186
S 2.761 -0.615 0.036
H 0.620 2.084 -0.117
H -1.710 -2.090 0.158

Stability summary - winner: 1; margin: 35.3 kcal/mol.

1.
22
Properties=species:S:1:pos:R:3 method="wB97M-V/def2-TZVPD" orbital_gap_ha=0.3480 charge=0 smiles=CCCN.O.O.O
C 0.335 0.994 0.380
C -0.645 1.441 1.439
C -2.119 0.974 1.231
N -2.595 0.305 2.431
H 0.568 -0.069 0.496
H 1.257 1.537 0.463
H -0.067 1.103 -0.627
H -0.402 1.149 2.460
H -0.705 2.524 1.487
H -2.146 0.304 0.368
H -2.739 1.830 0.979
H -2.098 -0.554 2.623
H -3.584 0.094 2.453
O -1.621 -0.038 -2.968
H -1.380 0.793 -3.385
H -2.156 -0.528 -3.596
O 6.568 -1.908 0.764
H 5.732 -1.630 0.387
H 6.966 -1.105 1.107
O 0.284 -2.502 -3.204
H -0.079 -3.012 -2.477
H 0.626 -1.702 -2.813

2.
22
Properties=species:S:1:pos:R:3 method="wB97M-V/def2-TZVPD" orbital_gap_ha=0.3556 charge=0 smiles=CN(C)C.O.O.O
C 0.568 2.651 0.007
N 0.624 1.513 -1.000
C -0.159 0.381 -0.352
C 0.275 1.940 -2.444
H 1.417 3.315 -0.328
H 0.759 2.180 1.039
H -0.414 3.053 -0.036
H -0.289 -0.643 -0.786
H 0.258 0.353 0.606
H -1.101 0.750 -0.044
H 0.177 0.929 -2.931
H 1.246 2.385 -2.685
H -0.700 2.487 -2.589
O -3.939 -5.704 1.163
H -3.622 -5.488 0.188
H -4.335 -4.844 1.421
O 3.028 0.355 0.213
H 2.232 0.814 -0.243
H 2.795 0.425 1.136
O 0.002 -2.230 2.564
H 0.537 -2.108 1.802
H 0.639 -2.513 3.299

3.
22
Properties=species:S:1:pos:R:3 method="wB97M-V/def2-TZVPD" orbital_gap_ha=0.1271 charge=0
C -3.317 0.115 1.044
N 1.770 0.070 0.031
C 2.590 1.135 -0.467
C 2.611 -0.936 0.625
H -3.959 -0.013 1.927
H -2.420 -0.439 1.052
H -2.966 1.171 0.915
H 1.965 1.952 -0.877
H 3.283 0.786 -1.290
H 3.209 1.658 0.309
H 2.054 -1.785 1.013
H 3.361 -1.368 -0.139
H 3.259 -0.582 1.534
H 0.149 0.937 -0.022
H -1.232 0.930 -0.640
O -0.628 1.486 -0.073
H 0.207 -1.269 -0.291
H -3.848 -0.185 0.113
O -0.508 -1.829 -0.263
H -2.217 -0.266 -2.358
H -1.200 -1.370 -0.754
O -2.164 -0.199 -1.387

Stability summary - winner: 1; margin: 36.3 kcal/mol.

1.
25
Properties=species:S:1:pos:R:3 method="wB97M-V/def2-TZVPD" orbital_gap_ha=0.4170 charge=+1
O 0.335 -0.495 0.550
H -0.008 0.414 0.691
H 0.916 -0.546 -0.261
H -0.433 -1.126 0.496
O 0.476 -2.717 -1.479
H 1.274 -2.844 -1.983
H -0.218 -3.287 -1.844
O 1.849 0.049 -1.747
H 2.042 0.995 -1.602
H 1.279 0.022 -2.520
O -0.701 1.975 -0.055
H -0.701 2.555 0.691
H 0.146 2.189 -0.478
O -0.546 0.266 3.197
H -0.458 0.533 4.103
H -1.458 -0.101 3.119
O -1.920 -1.924 0.801
H -2.343 -1.636 1.614
H -2.600 -2.049 0.163
O 2.254 2.017 0.628
H 3.015 1.628 1.058
H 2.573 2.656 0.089
O -1.741 0.169 -1.585
H -1.561 0.988 -1.121
H -1.472 0.269 -2.526

2.
25
Properties=species:S:1:pos:R:3 method="wB97M-V/def2-TZVPD" orbital_gap_ha=0.4044 charge=+1
O -0.949 0.788 -0.504
H -0.498 1.660 -0.319
H -1.536 0.505 0.231
H -0.201 0.122 -0.492
O -1.999 2.000 1.582
H -1.525 2.835 1.589
H -2.640 1.911 2.296
O 1.251 0.409 -2.091
H 1.500 -0.033 -2.904
H 2.047 0.701 -1.646
O 3.178 -1.642 -0.985
H 2.395 -1.259 -0.641
H 3.367 -2.328 -0.378
O -2.294 -1.147 1.131
H -1.908 -1.839 0.564
H -2.291 -1.600 1.979
O -1.169 -2.057 -1.184
H -1.225 -3.024 -1.046
H -0.967 -2.057 -2.093
O 0.595 2.792 0.268
H 1.267 2.152 0.046
H 0.805 3.086 1.176
O 0.993 -0.544 0.751
H 1.088 -0.053 1.552
H 0.725 -1.383 1.114

3.
25
Properties=species:S:1:pos:R:3 method="wB97M-V/def2-TZVPD" orbital_gap_ha=0.3759 charge=+1
O -0.261 0.565 0.185
H 0.514 0.864 0.689
H -0.111 0.213 -0.739
H -1.051 0.277 0.632
O -0.030 -1.735 -1.287
H -0.765 -1.475 -1.892
H -0.137 -2.740 -0.808
O -2.643 -0.811 0.860
H -3.485 -0.848 0.557
H -2.778 -1.239 1.787
O -1.273 0.757 -2.517
H -1.704 1.470 -2.066
H -1.802 0.326 -3.280
O 1.561 0.762 -3.551
H 1.769 0.668 -4.438
H 0.591 0.585 -3.462
O 2.168 1.185 0.873
H 2.971 1.350 0.424
H 2.045 0.517 1.430
O 2.350 -0.614 2.474
H 2.987 -0.399 3.213
H 1.440 -0.385 2.477
O -0.529 0.338 2.589
H -0.968 -0.619 2.731
H -0.851 0.987 3.121

Stability summary - winner: 1; margin: 8.1 kcal/mol.

1.
92
Properties=species:S:1:pos:R:3 method="wB97M-V/def2-TZVPD" orbital_gap_ha="0.1169 / 0.1170" charge=-1
La 12.883 11.563 10.814
Cl 15.169 10.533 12.681
C 16.689 11.230 12.072
C 17.692 11.251 13.031
C 18.959 11.713 12.713
C 19.237 12.148 11.427
C 18.236 12.136 10.476
Cl 18.722 12.712 8.908
C 16.905 11.688 10.769
S 15.753 11.684 9.516
H 17.479 10.922 14.034
H 19.717 11.715 13.487
H 20.226 12.501 11.145
C 13.911 13.166 15.366
N 12.705 13.726 14.711
C 12.410 13.700 13.377
N 11.349 14.436 12.999
O 13.084 13.033 12.552
H 13.599 12.442 16.122
H 14.590 13.952 15.780
H 14.445 12.630 14.575
H 12.101 14.296 15.304
H 10.948 15.100 13.655
H 11.051 14.404 12.021
C 9.005 11.692 13.862
C 8.800 10.582 12.796
C 8.695 11.352 11.443
C 7.415 9.927 13.045
P 10.331 9.402 12.723
N 11.444 10.118 11.922
C 9.903 7.902 11.645
C 11.228 7.224 11.224
C 8.954 6.835 12.290
C 9.323 8.426 10.297
C 10.768 8.830 14.495
C 11.803 7.667 14.471
C 9.490 8.399 15.296
C 11.498 9.980 15.276
H 8.163 12.424 13.776
H 9.939 12.275 13.721
H 9.010 11.318 14.889
H 7.924 12.132 11.550
H 8.416 10.729 10.577
H 9.625 11.858 11.132
H 6.643 10.729 13.016
H 7.352 9.441 14.026
H 7.166 9.209 12.276
H 11.710 6.668 12.029
H 11.992 7.964 10.870
H 11.016 6.514 10.398
H 9.375 6.409 13.221
H 8.776 6.005 11.567
H 7.960 7.251 12.513
H 9.893 9.314 9.954
H 8.257 8.717 10.338
H 9.398 7.640 9.540
H 11.448 6.718 14.062
H 12.136 7.471 15.516
H 12.722 7.929 13.907
H 9.011 7.516 14.856
H 8.766 9.236 15.377
H 9.795 8.125 16.324
H 12.411 10.331 14.754
H 11.791 9.596 16.273
H 10.881 10.868 15.430
C 10.847 10.437 7.077
Si 12.598 9.831 7.639
C 13.977 10.753 6.714
C 12.828 7.924 7.880
H 10.840 10.561 5.974
H 10.603 11.409 7.545
H 10.087 9.728 7.402
H 13.876 10.554 5.608
H 14.980 10.471 7.100
H 13.906 11.833 6.905
H 11.917 7.508 8.289
H 13.661 7.707 8.589
H 13.101 7.446 6.905
Cl 9.967 18.567 6.163
C 10.514 17.202 7.134
C 11.091 16.109 6.493
C 11.582 15.059 7.275
C 11.362 15.000 8.673
C 10.745 16.120 9.275
C 10.380 17.248 8.529
C 11.794 13.775 9.347
O 12.839 13.118 8.896
O 11.097 13.273 10.344
H 11.123 16.108 5.414
H 12.156 14.264 6.815
H 10.503 16.134 10.336
H 9.958 18.135 8.983

2.
92
Properties=species:S:1:pos:R:3 method="wB97M-V/def2-TZVPD" orbital_gap_ha=0.1504 charge=-1
La -3.048 -18.613 2.917
Cl 0.170 -16.785 -0.038
C -1.043 -15.651 0.298
C -0.605 -14.305 0.419
C -1.391 -13.290 0.995
C -2.611 -13.697 1.504
C -3.114 -14.980 1.347
Cl -4.590 -15.304 2.194
C -2.373 -16.006 0.665
S -3.016 -17.641 0.325
H 0.439 -14.186 0.047
H -1.055 -12.287 1.237
H -3.251 -13.035 2.123
C 0.760 -21.012 5.551
N -0.509 -20.766 6.240
C -1.723 -20.458 5.705
N -2.789 -20.109 6.532
O -1.826 -20.446 4.429
H 0.461 -21.083 4.517
H 1.197 -21.940 5.947
H 1.535 -20.242 5.641
H -0.468 -20.877 7.260
H -2.616 -19.923 7.524
H -3.520 -19.582 6.044
C -6.045 -22.990 1.389
C -6.262 -22.152 2.671
C -4.985 -22.379 3.555
C -7.536 -22.700 3.307
P -6.329 -20.241 2.404
N -4.903 -19.716 2.218
C -7.221 -19.233 3.817
C -6.806 -17.744 3.636
C -8.704 -19.166 3.827
C -6.578 -19.640 5.192
C -7.269 -19.840 0.834
C -7.370 -18.274 0.672
C -8.754 -20.394 0.789
C -6.420 -20.307 -0.370
H -5.872 -24.041 1.670
H -5.289 -22.541 0.745
H -6.903 -22.891 0.734
H -4.924 -23.499 3.684
H -5.077 -21.881 4.568
H -4.075 -21.973 3.062
H -7.378 -23.734 3.649
H -8.261 -22.797 2.564
H -7.933 -22.097 4.121
H -7.324 -17.290 2.810
H -5.721 -17.614 3.431
H -7.032 -17.085 4.539
H -9.142 -18.429 3.060
H -9.086 -18.860 4.836
H -9.147 -20.166 3.533
H -5.433 -19.817 5.079
H -7.030 -20.500 5.682
H -6.780 -18.781 5.895
H -8.219 -17.826 1.295
H -7.695 -17.945 -0.368
H -6.369 -17.859 0.886
H -9.036 -21.004 1.648
H -8.827 -20.833 -0.224
H -9.464 -19.498 0.867
H -5.445 -19.866 -0.273
H -6.815 -19.878 -1.297
H -6.344 -21.366 -0.505
C -1.485 -20.520 -1.062
Si -1.083 -20.404 0.799
C -0.769 -22.271 1.382
C 0.684 -19.814 1.208
H -0.562 -20.495 -1.647
H -2.145 -19.802 -1.457
H -1.937 -21.490 -1.245
H 0.179 -22.677 1.041
H -1.549 -22.912 0.979
H -0.757 -22.289 2.467
H 0.767 -19.824 2.307
H 0.986 -18.784 0.912
H 1.361 -20.532 0.778
Cl -0.070 -13.003 9.147
C -1.054 -14.161 8.261
C -2.440 -14.455 8.309
C -2.995 -15.333 7.331
C -2.217 -15.906 6.319
C -0.799 -15.645 6.405
C -0.238 -14.792 7.353
C -2.679 -16.625 5.169
O -1.973 -16.642 4.057
O -3.792 -17.249 5.230
H -3.098 -13.965 9.044
H -4.077 -15.602 7.344
H -0.154 -16.044 5.595
H 0.813 -14.603 7.422

Stability summary - winner: 1; margin: 37.7 kcal/mol.